Density functional theory data (ωB97M-V/def2-TZVPD) for a molecular structure, C13H18O4 in a non-equilibrium geometry.

Geometry as XYZ:
```
35
Properties=species:S:1:pos:R:3:forces:R:3:mulliken_charge:R:1
H 0.62232 0.52305 -4.70259 -3.79 0.76 -4.98 0.313
H 0.36690 0.07385 4.31780 -0.91 -1.34 -1.83 0.330
H -0.60023 -3.63916 -0.27922 8.92 -2.76 1.61 0.593
O 1.19230 0.37783 -4.05391 2.01 0.87 7.17 -0.535
C 0.36842 -0.71512 3.42363 1.98 -0.14 7.57 -0.681
C -0.59035 1.47078 0.68695 0.64 1.33 -0.21 -0.387
C -0.84039 0.52996 -2.64867 -1.93 -6.46 2.94 -0.470
C -1.09532 0.57513 -0.13014 -0.14 -7.20 -4.74 0.315
H -0.68281 2.47923 0.40967 -0.13 1.28 -0.44 0.453
C 0.06511 1.13825 1.82999 -2.15 -4.54 0.80 -1.138
C -0.47108 -1.33725 1.37094 -0.76 8.61 -5.30 -0.994
H -0.32278 2.35027 -4.32272 0.75 1.39 2.10 0.227
C 0.26704 2.52938 -3.28633 -11.95 -3.50 0.68 -0.799
H -1.26670 2.70041 -1.93269 -3.20 -2.69 0.94 0.453
H 3.95402 -0.41394 4.07077 -3.28 0.06 -0.20 0.176
H -1.47649 0.68469 -3.46517 -1.41 0.53 -0.90 0.576
C -0.91733 -1.00307 0.06986 -2.19 1.70 0.84 0.533
H 0.96442 3.09065 -3.42392 8.41 6.20 -1.35 0.589
C -1.46457 -3.35074 -0.41285 -4.87 4.63 -2.05 -1.520
H -0.50135 -2.24267 1.63972 0.04 -6.75 2.58 0.888
C -0.08968 -0.24922 2.19613 -0.11 1.40 -2.49 0.721
H 2.11823 -1.75877 2.77536 0.89 -0.16 -0.68 0.333
H 0.13880 1.88800 2.54129 1.00 1.01 1.51 0.347
H 2.60916 0.56029 4.87220 -0.89 -0.29 -0.56 0.270
C 2.73992 -0.22975 4.12216 3.71 -0.60 -0.45 -0.757
H -0.72185 -0.84915 -2.66967 -0.07 4.45 0.29 0.100
C 1.87161 -0.89383 3.34992 0.06 -0.06 1.75 -0.033
H -1.75932 -3.59687 -1.33502 -1.92 -3.37 -2.84 0.429
H -2.04703 -3.39741 0.38527 -2.92 -1.59 3.38 0.501
O -0.58950 3.25502 -2.13754 5.12 1.75 -3.87 -0.554
O -1.57971 -2.01285 -0.80280 2.71 6.28 1.59 -0.317
O -1.61794 0.89483 -1.40083 0.61 0.09 -0.98 -0.641
C 0.41500 1.18020 -2.85351 2.09 -2.22 -4.10 -0.006
H 1.04473 1.08452 -2.09966 2.93 -0.62 3.56 0.394
H -0.10353 -1.69655 3.89558 0.73 1.95 -1.35 0.292
```
Positions in Å, forces in eV/Å.

The calculation puts the LUMO energy at 0.61 eV. Its HOMO energy is -0.3012 Ha. The relative energy (zero: lowest compared OMol25 entry of this formula, charge and spin) comes out at 227.0 kcal per mole.



Density functional theory data (ωB97M-V/def2-TZVPD) for a gas-phase ion, C3H7N2O2 (charge +1) in a non-equilibrium geometry.

Geometry as XYZ:
```
14
Properties=species:S:1:pos:R:3:forces:R:3:mulliken_charge:R:1
C 0.49832 -0.79958 0.32255 2.75 -1.01 -1.42 0.182
C 1.39840 0.24812 -0.36210 -0.96 1.24 -0.62 -0.021
H -2.57543 0.36441 0.85443 0.72 0.37 -0.16 0.376
H 0.19897 -1.81454 -1.43858 -0.19 0.54 -0.16 0.350
H -0.82649 -0.80087 1.90130 0.31 1.12 -2.19 0.307
H 1.89809 0.02451 -1.39543 -0.70 0.61 1.98 0.334
N -0.61828 -0.34540 0.95348 -1.48 -0.23 4.08 -0.197
O 1.55156 1.34590 0.29634 1.02 0.19 -1.58 -0.312
N -1.34844 0.87401 -0.78193 -1.42 2.13 -2.62 -0.552
H -2.19739 1.39597 -1.23480 2.16 -1.33 1.16 0.285
H 1.23374 -1.09162 1.12672 -0.49 -0.26 -0.47 0.345
H 2.10113 2.13976 -0.09095 -1.10 -2.25 0.51 0.447
C -1.59058 0.39760 0.33957 -1.30 -1.16 0.79 -0.025
O 0.27640 -1.93826 -0.49060 0.68 0.05 0.70 -0.520
```
Positions in Å, forces in eV/Å.

The calculation puts the LUMO energy at -5.98 eV. Its HOMO energy is -0.5171 Ha. The total charge is +1. The relative energy (zero: lowest compared OMol25 entry of this formula, charge and spin) comes out at 58.9 kcal per mole.



Density functional theory data (ωB97M-V/def2-TZVPD) for a molecular structure, C45H62FeN4O4P in a non-equilibrium geometry.

Geometry as XYZ:
```
117
Properties=species:S:1:pos:R:3:forces:R:3:mulliken_spin:R:1
H -0.16147 3.39570 3.31700 -0.30 -0.59 -0.15 0.022
H -5.30968 -1.73690 1.30359 0.42 -0.25 -0.19 0.000
H 5.34793 1.68824 3.71229 -0.62 -0.33 0.14 -0.001
C 3.72212 1.09134 5.02852 0.33 -0.26 0.34 0.024
P -3.20118 -1.35702 -0.76598 0.88 -0.08 0.39 -0.004
H 3.75454 -4.53442 1.52285 0.06 -0.23 -0.22 0.000
H 4.74243 3.04168 -2.10928 -0.11 0.22 0.99 -0.001
C 1.50350 1.26479 4.19172 2.31 0.63 -0.50 0.004
H 7.11469 -3.76062 -4.83861 -0.26 0.26 -0.08 0.000
C -2.67062 2.16513 3.08340 -1.33 1.22 0.35 0.099
C 3.45370 1.69970 2.68999 -1.31 -0.30 -0.01 0.019
C -0.93018 -2.14517 -2.27664 -0.46 0.70 -0.96 0.002
C -2.48191 -2.14903 -2.31910 -0.17 0.04 -0.09 0.001
H -1.41653 1.04710 1.80901 0.09 0.76 -0.05 -0.011
C -0.88089 3.42107 -1.29115 0.35 0.65 0.70 0.011
C 5.30357 -3.09321 -2.54041 -0.41 0.13 -1.39 0.000
H -0.42221 5.03830 -2.47919 -0.03 0.66 -0.27 0.001
H -5.37020 5.02298 2.65640 0.16 0.23 -0.33 0.001
C 2.05467 1.69264 2.91713 0.48 -0.02 1.83 0.007
H -2.37354 1.00676 4.91448 0.04 -0.05 -0.06 0.005
C -2.98986 1.02586 4.01504 -1.17 -0.07 0.26 -0.007
C 1.88561 -3.87567 2.34085 0.81 0.47 -0.58 0.000
C 0.96807 -2.84927 2.29253 -1.30 0.47 -0.22 -0.001
C -4.59660 5.23258 1.90305 0.23 0.28 0.25 -0.005
C -4.81009 -0.58370 -1.33968 1.22 0.13 -0.04 0.001
H -3.05423 3.65825 -1.20893 0.11 -0.44 0.02 0.005
H -1.59328 -3.09950 0.63152 0.16 0.15 0.30 0.000
C -1.44961 2.08866 2.22172 0.05 -0.39 -0.66 -0.002
N -0.57397 2.98594 0.11530 -3.08 -0.76 -0.14 -0.130
H -6.32313 -1.86783 -0.51628 -0.27 0.13 -0.13 0.000
C -3.48318 4.24008 2.04239 1.94 -0.14 -1.84 0.077
C -1.45945 3.12417 1.09382 1.37 -0.68 -0.86 0.106
C 1.03268 -1.88586 1.28393 0.09 0.29 -0.20 0.001
H 3.84167 1.80925 1.67379 -0.06 0.42 0.55 0.031
O 3.59789 2.73049 -0.35730 2.31 0.24 -1.44 -0.001
H 4.79896 -2.01007 -0.32216 -0.64 -0.81 0.24 0.000
H -2.21747 5.01931 0.46074 -0.50 -0.50 0.36 0.006
H -4.82446 -3.28257 2.02444 0.14 0.48 -0.23 0.000
H -2.91979 0.04213 3.54167 0.39 0.17 -0.14 0.003
H 0.14964 1.64093 -2.10474 0.07 -0.14 0.16 -0.018
C 2.48387 3.40431 -0.12184 -2.10 0.31 0.49 0.027
C 2.84213 -3.57154 -3.73187 0.07 0.01 -0.82 0.000
H 1.89496 -3.74773 -4.22539 -0.06 -0.16 0.12 0.000
H -5.02817 5.18586 0.89552 0.02 0.00 0.26 0.005
O 2.35298 4.61049 -0.19295 0.96 0.71 -0.48 0.011
H -2.81816 -3.63356 -3.87427 -0.26 0.02 1.02 0.000
H -0.46781 2.79873 -3.25077 0.04 0.02 -0.50 0.002
H 1.01645 3.16123 -2.40953 0.31 0.07 0.21 0.000
H -2.64691 -4.33615 -2.22349 -0.30 0.38 -0.33 0.000
H 4.36907 0.88793 5.88203 0.05 0.07 -0.28 0.003
H 7.00677 -2.01225 -4.48647 -0.46 -0.68 -0.36 0.000
H 3.89192 -3.52379 -5.60821 -0.10 0.38 0.24 0.000
C -2.29689 3.03747 -1.70992 -0.39 0.19 -0.01 -0.013
C 2.18244 -0.65049 -0.64509 -0.34 0.89 -0.83 0.071
H 6.96603 -1.86175 -1.85891 -0.11 -0.46 -0.04 0.000
H 1.82482 -4.64243 3.09943 0.10 -0.08 0.01 0.000
O 1.19343 0.18432 -0.51969 0.31 -0.34 0.26 0.091
C -0.10956 2.30281 2.97184 -0.03 2.28 1.32 0.034
C 6.62108 -2.91743 -1.85110 0.67 0.04 0.87 0.000
C 4.66514 3.42018 -1.05651 0.41 -0.24 0.16 0.008
C -5.15642 0.66783 -0.47824 -0.27 -0.17 -1.42 -0.002
H -2.64343 -4.15999 1.59560 0.21 0.09 -0.69 0.000
C 4.12797 -3.16838 -1.76208 1.05 -0.06 0.12 0.000
C 2.92397 -3.48684 -2.37483 -1.36 -0.21 1.78 -0.001
C 2.09634 -1.82174 0.35545 0.24 -0.02 0.13 0.008
C -4.43676 -2.38707 1.48493 -0.72 -0.47 1.09 0.000
H -4.41732 3.17743 3.70439 -0.02 0.09 -0.19 0.003
C -2.50299 -3.69498 0.59151 0.98 -0.77 0.83 0.000
H -0.55461 -2.63338 -3.20791 -0.05 0.22 0.75 0.000
H 0.11187 -2.79100 2.99473 0.67 -0.15 -0.44 0.000
H 5.57566 3.19322 -0.47832 -0.15 0.11 -0.51 0.001
C 0.04368 2.70291 -2.30434 -0.37 0.13 0.44 0.045
H -2.46233 1.96631 -1.52733 -0.11 0.25 -0.05 -0.005
C -3.57305 3.21615 3.01948 1.10 -2.45 0.60 -0.025
H 0.22133 -1.15105 1.20713 0.56 -0.13 0.02 0.007
C 2.33710 0.87668 5.22511 -0.12 0.17 -0.83 -0.007
H -0.34406 1.61067 5.03423 0.41 0.26 -0.96 -0.002
H -4.18003 -3.53087 -2.69457 0.55 0.01 -0.10 0.000
H -5.65061 -2.46722 -2.00730 0.06 0.03 -0.11 0.000
C 4.26278 1.50978 3.81104 0.31 -0.45 0.39 -0.014
H 6.07489 -2.69950 -5.88092 0.44 -0.16 0.48 0.000
O 3.06582 -0.52832 -1.50859 -0.60 -0.71 1.39 0.012
C 3.08987 -2.81142 0.44861 -0.53 -0.98 0.90 0.001
H -3.81357 -1.85642 2.21790 0.15 -0.07 -0.36 0.000
H -4.06734 1.09051 4.32545 0.96 0.13 -0.08 0.002
C -5.94032 -1.55706 -1.48972 -1.55 0.43 -0.93 0.000
H 7.43949 -3.54745 -2.25275 -0.48 0.37 -0.16 0.000
H -4.50532 -0.25404 -2.35393 -0.18 0.10 0.43 0.000
C -3.68577 -2.86234 0.25618 -1.37 1.20 -1.45 -0.001
H -2.28257 -4.47039 -0.14473 -0.22 -0.05 0.13 0.000
Fe 1.11475 2.02842 0.28537 0.32 -1.42 -1.04 3.491
H -0.50625 -2.59249 -1.39197 0.10 -0.45 0.24 -0.001
H -6.76347 -1.08623 -2.12715 0.70 -0.62 1.02 0.000
H 2.02081 -3.65384 -1.71425 1.05 0.36 -0.97 0.000
N 4.27773 -2.91089 -0.34881 0.17 1.05 -1.02 0.000
H -5.72300 1.35066 -1.14846 0.24 -0.13 0.58 0.000
H -2.39377 3.24440 -2.78630 -0.07 -0.15 0.29 0.001
C -2.40460 4.19107 1.15696 -1.62 1.22 0.50 -0.070
H -4.26376 1.18836 -0.11262 -0.23 -0.17 -0.02 0.001
C 2.94240 -3.83194 1.42325 -0.04 0.55 0.01 0.000
H -5.81580 0.38967 0.33611 0.02 0.01 0.32 0.000
C -0.68193 4.92691 -1.43164 0.29 0.19 -0.45 -0.001
H -0.57597 -1.09506 -2.27106 -0.08 -0.54 -0.01 -0.001
H -4.37697 -3.42396 -0.39750 0.08 -0.04 0.47 0.000
C 3.96505 -3.36148 -4.52793 0.15 -0.43 -0.70 0.000
N 1.04840 2.19218 2.16079 -0.28 -1.03 0.43 0.061
H 6.52724 -3.21949 -0.78299 0.06 0.26 -0.73 0.000
H 1.93666 0.41140 6.12391 0.17 0.33 0.07 0.000
N 0.15363 1.49931 4.14414 -1.40 -1.35 0.74 0.006
C -3.08063 -3.48522 -2.78725 0.43 -0.53 -0.44 0.000
H -1.59920 5.48795 -1.22892 0.19 0.03 -0.10 0.000
H -4.19874 6.24454 2.05236 -0.26 -0.08 -0.01 0.006
C 5.21474 -3.12145 -3.98843 -0.29 -0.24 2.45 0.000
H 4.48655 4.50055 -1.04127 -0.01 -0.26 -0.07 0.003
H 0.16021 5.31154 -0.83512 -0.30 -0.32 -0.14 0.000
C 6.42421 -2.89934 -4.84758 0.26 0.55 -0.11 0.000
H -2.74422 -1.45604 -3.12037 -0.06 0.36 0.07 0.000
```
Positions in Å, forces in eV/Å.

As for the spin multiplicity: 5. The calculation puts the LUMO energy (alpha / beta) at 1.64 / 1.63 eV. Its HOMO energy (alpha / beta) is -0.1125 / -0.1206 Ha. The total charge is -1. The relative energy (zero: lowest compared OMol25 entry of this formula, charge and spin) comes out at 0.0 kcal per mole.



What did the second record say?
Density functional theory data (ωB97M-V/def2-TZVPD) for a gas-phase ion, C3H7N2O2 (charge +1) in a non-equilibrium geometry.

Geometry as XYZ:
```
14
Properties=species:S:1:pos:R:3:forces:R:3:mulliken_charge:R:1
C 0.49832 -0.79958 0.32255 2.75 -1.01 -1.42 0.182
C 1.39840 0.24812 -0.36210 -0.96 1.24 -0.62 -0.021
H -2.57543 0.36441 0.85443 0.72 0.37 -0.16 0.376
H 0.19897 -1.81454 -1.43858 -0.19 0.54 -0.16 0.350
H -0.82649 -0.80087 1.90130 0.31 1.12 -2.19 0.307
H 1.89809 0.02451 -1.39543 -0.70 0.61 1.98 0.334
N -0.61828 -0.34540 0.95348 -1.48 -0.23 4.08 -0.197
O 1.55156 1.34590 0.29634 1.02 0.19 -1.58 -0.312
N -1.34844 0.87401 -0.78193 -1.42 2.13 -2.62 -0.552
H -2.19739 1.39597 -1.23480 2.16 -1.33 1.16 0.285
H 1.23374 -1.09162 1.12672 -0.49 -0.26 -0.47 0.345
H 2.10113 2.13976 -0.09095 -1.10 -2.25 0.51 0.447
C -1.59058 0.39760 0.33957 -1.30 -1.16 0.79 -0.025
O 0.27640 -1.93826 -0.49060 0.68 0.05 0.70 -0.520
```
Positions in Å, forces in eV/Å.

The calculation puts the LUMO energy at -5.98 eV. Its HOMO energy is -0.5171 Ha. The total charge is +1. The relative energy (zero: lowest compared OMol25 entry of this formula, charge and spin) comes out at 58.9 kcal per mole.



What is the formula in the first record? C13H18O4